[1]
{"formula": "C4H7NO2", "method": "wB97M-V/def2-TZVPD", "spin_multiplicity": 1, "de_lowest_kcal_mol": 80.2, "homo_ev": -9.65, "species": ["O", "N", "C", "C", "C", "C", "O", "H", "H", "H", "H", "H", "H", "H"], "positions_angstrom": [[2.0120, 1.5251, -0.0278], [1.8811, 0.1596, -0.4428], [0.6502, -0.1285, -0.4367], [-0.0822, -1.4261, -0.6680], [-1.2217, -0.8316, 0.2071], [-0.6034, 0.5731, 0.0528], [-0.5641, 1.3288, 1.2295], [2.3968, 1.4330, 0.8529], [0.4127, -2.3336, -0.3141], [-0.3664, -1.5561, -1.7158], [-1.1350, -1.1486, 1.2499], [-2.2493, -0.9588, -0.1371], [-1.0543, 1.1300, -0.7814], [-0.1306, 2.1642, 1.0099]], "forces_ev_per_a": [[0.1018, 0.1817, 0.1198], [-0.5378, -0.2464, 0.1181], [0.4085, 0.0402, 0.0193], [0.0651, -0.1322, -0.1077], [-0.2039, -0.0622, 0.0676], [-0.1049, -0.0730, -0.2147], [0.0253, 0.1926, -0.0792], [0.2203, 0.1245, -0.1030], [-0.0725, 0.1600, -0.0592], [0.0093, 0.0083, 0.1130], [-0.0196, 0.0316, -0.1491], [0.1462, -0.0074, 0.0488], [-0.0506, -0.0750, 0.1021], [0.0128, -0.1426, 0.1242]]}

[2]
{"formula": "C11H11N", "method": "wB97M-V/def2-TZVPD", "spin_multiplicity": 1, "de_lowest_kcal_mol": 112.9, "homo_ev": -8.45, "species": ["C", "C", "C", "C", "C", "C", "C", "C", "C", "C", "C", "H", "H", "H", "H", "H", "H", "H", "H", "H", "H", "H", "N"], "positions_angstrom": [[-2.3021, -1.9048, 1.2956], [-1.1835, -2.5980, 1.0715], [-0.0116, -1.8296, 1.1612], [-0.1410, -0.4149, 1.1331], [-1.4414, 0.0960, 1.4786], [-0.3007, 0.6977, -0.8331], [0.3595, 1.5751, 0.0742], [1.6308, 2.0396, -0.2070], [2.2634, 1.6834, -1.3908], [1.6302, 0.8132, -2.2467], [0.3188, 0.3408, -2.0155], [-3.3371, -2.2926, 1.4374], [-1.2134, -3.7266, 0.8075], [0.9147, -2.3343, 0.8689], [0.6985, 0.2403, 0.9379], [-1.3779, 1.2553, 1.3023], [-1.3338, 0.4423, -0.5184], [-0.0708, 1.7419, 1.0746], [2.1019, 2.6037, 0.5940], [3.3070, 1.9881, -1.5840], [2.1804, 0.5031, -3.1777], [-0.2533, -0.2713, -2.7337], [-2.4386, -0.6482, 1.4703]], "forces_ev_per_a": [[-4.5556, -3.1110, 0.4210], [1.7304, -2.1622, -0.2073], [0.1537, 0.7169, -2.0355], [-0.0865, -3.8718, 3.7999], [5.8486, 3.6101, -1.8143], [-0.9318, 2.1595, -0.8645], [0.4243, 1.6278, -1.9063], [-0.7587, 0.2877, 0.8995], [0.8964, -0.3324, 0.0505], [0.3116, -0.6283, -1.7444], [-0.3392, 0.1935, 0.2100], [1.0597, -1.1369, -0.6808], [0.2026, 2.1646, 0.7695], [-0.0118, 0.4395, 0.4609], [0.1313, -1.9896, 1.6592], [-2.0419, -2.2433, 1.4256], [0.9478, 0.0386, -1.5350], [0.7278, 0.9935, -1.2088], [0.2561, 0.1572, -0.4344], [-0.7585, -0.0790, 0.0471], [-0.7468, 0.3002, 1.0132], [0.7047, 0.2855, 0.3417], [-3.1641, 2.5797, 1.3331]]}

[3]
{"formula": "C3H12NO3S", "method": "wB97M-V/def2-TZVPD", "spin_multiplicity": 1, "de_lowest_kcal_mol": 18.4, "homo_ev": -4.06, "charge": -1, "species": ["C", "O", "C", "C", "S", "N", "H", "H", "H", "H", "H", "H", "H", "H", "H", "H", "O", "H", "H", "O"], "positions_angstrom": [[0.9925, -0.3267, -0.5716], [0.0889, -0.4000, -1.5751], [0.3603, -0.6303, 0.9175], [1.2900, -1.2793, 1.8889], [0.6794, -2.7318, 2.8598], [-0.9109, -1.4525, 0.6654], [1.8497, -0.9936, -0.7288], [1.3272, 0.7224, -0.4507], [-0.0102, 0.3097, 1.3509], [1.6598, -0.6650, 2.7195], [2.2567, -1.5449, 1.4171], [-0.3315, -3.2305, 2.0894], [-0.8200, -1.5655, -0.3560], [-1.6377, -0.7473, 0.7610], [-1.0316, 2.9666, -1.4325], [-0.5265, 4.4743, -1.7261], [-0.8304, 3.8709, -1.0604], [-1.0752, 0.4784, -1.7901], [-1.7610, 1.3698, -2.9547], [-1.5697, 1.3752, -2.0236]], "forces_ev_per_a": [[-0.8776, 1.0689, 1.0716], [-0.2012, -1.0741, -0.0160], [-2.1342, -0.1867, -1.3571], [1.6187, -1.0027, 0.8179], [-0.1460, -0.2171, -0.1512], [1.2740, 0.8879, 0.0755], [0.2695, -0.1395, 0.1468], [0.6363, -0.1116, -0.0332], [0.3869, -0.0470, -0.1884], [-0.5264, 0.4402, -0.2205], [-0.5790, -0.3511, -0.1797], [0.5919, 0.6276, 0.0469], [-0.4262, -0.0129, 0.0370], [-0.1766, -0.4100, -0.1162], [0.2038, 0.5958, -0.1378], [0.1372, -0.1004, -0.6417], [-0.3812, -0.6077, 0.7799], [0.8987, 0.8212, -0.0936], [-0.0195, -0.1319, -0.4569], [-0.5491, -0.0488, 0.6170]]}

Number 1: lowest unoccupied orbital energy 0.7662 eV, DFT total energy -361.7531 hartree. Number 2: lowest unoccupied orbital energy 0.6214 eV, DFT total energy -480.3498 hartree. Number 3: lowest unoccupied orbital energy 3.3329 eV, DFT total energy -800.1706 hartree.